1.
# C5H8O

The molecule C5H8O (wB97M-V/def2-TZVPD, the Open Molecules 2025 dataset).

Values from the calculation:
Energy above the lowest of the compared OMol25 structures with the same formula, charge and spin (eV): 2.122
Molecular weight (g/mol): 84.1
Strongest force on any atom (eV/A): 0.4
SMILES: C[C@]12CC[C@H]1O2

Last columns: bonded neighbours and bond lengths (Å).
Geometry (Å):
1 C 1.490 -0.446 1.022  C2 1.493, H7 1.097, H8 1.094, H9 1.093
2 C 0.446 0.235 0.198  C1 1.493, C3 1.537, C5 1.466, O6 1.423
3 C -1.055 0.308 0.523  C2 1.537, C4 1.551, H10 1.092, H11 1.093
4 C -1.322 -0.011 -0.972  C3 1.551, C5 1.528, H12 1.097, H13 1.092
5 C 0.167 0.207 -1.241  C2 1.466, C4 1.528, O6 1.432, H14 1.085
6 O 0.672 1.387 -0.605  C2 1.423, C5 1.432
7 H 1.177 -1.487 1.167  C1 1.097
8 H 1.582 0.008 2.013  C1 1.094
9 H 2.466 -0.446 0.531  C1 1.093
10 H -1.447 -0.407 1.249  C3 1.092
11 H -1.327 1.328 0.805  C3 1.093
12 H -1.508 -1.086 -1.079  C4 1.097
13 H -2.088 0.542 -1.519  C4 1.092
14 H 0.747 -0.133 -2.092  C5 1.085

***

2.
# C5H8O

The molecule C5H8O (wB97M-V/def2-TZVPD, the Open Molecules 2025 dataset).

Values from the calculation:
Energy above the lowest of the compared OMol25 structures with the same formula, charge and spin (eV): 3.245
Molecular weight (g/mol): 84.1
Strongest force on any atom (eV/A): 2.3
SMILES: C1C[C@@H]2C[C@@H]2O1

Last columns: bonded neighbours and bond lengths (Å).
Geometry (Å):
1 C -1.329 -0.124 -0.603  C2 1.516, O6 1.434, H7 1.096, H8 1.094
2 C -0.781 0.736 0.519  C1 1.516, C3 1.489, H9 1.097, H10 1.129
3 C 0.653 0.346 0.604  C2 1.489, C4 1.465, C5 1.462, H11 1.086
4 C 1.522 0.172 -0.563  C3 1.465, C5 1.825, H12 1.083, H13 1.105
5 C 0.533 -1.083 0.319  C3 1.462, C4 1.825, O6 1.393, H14 1.090
6 O -0.632 -1.360 -0.392  C1 1.434, C5 1.393
7 H -1.143 0.196 -1.634  C1 1.096
8 H -2.408 -0.262 -0.476  C1 1.094
9 H -1.019 1.806 0.485  C2 1.097
10 H -1.047 0.080 1.398  C2 1.129
11 H 1.186 0.609 1.513  C3 1.086
12 H 1.148 0.172 -1.579  C4 1.083
13 H 2.508 0.666 -0.502  C4 1.105
14 H 0.812 -1.955 0.910  C5 1.090

***

3.
# C5H8O

The molecule C5H8O (wB97M-V/def2-TZVPD, the Open Molecules 2025 dataset).

Values from the calculation:
Energy above the lowest of the compared OMol25 structures with the same formula, charge and spin (eV): 2.009
Molecular weight (g/mol): 84.1
Strongest force on any atom (eV/A): 0.8
SMILES: O[C@@]12CC[C@@H]1C2

Last columns: bonded neighbours and bond lengths (Å).
Geometry (Å):
1 O -1.933 -0.699 -0.441  C2 1.389, H7 0.964
2 C -0.612 -0.292 -0.300  O1 1.389, C3 1.517, C5 1.500, C6 1.489
3 C -0.142 1.131 -0.536  C2 1.517, C4 1.557, H8 1.094, H9 1.090
4 C 0.811 1.009 0.689  C3 1.557, C5 1.543, H10 1.093, H11 1.100
5 C 0.194 -0.379 0.962  C2 1.500, C4 1.543, C6 1.512, H12 1.070
6 C 0.498 -1.280 -0.214  C2 1.489, C5 1.512, H13 1.086, H14 1.090
7 H -1.972 -1.281 -1.208  O1 0.964
8 H -0.946 1.842 -0.324  C3 1.094
9 H 0.289 1.323 -1.519  C3 1.090
10 H 0.622 1.738 1.481  C4 1.093
11 H 1.882 1.039 0.441  C4 1.100
12 H -0.278 -0.710 1.862  C5 1.070
13 H 0.204 -2.315 -0.063  C6 1.086
14 H 1.383 -1.127 -0.830  C6 1.090

***

4.
# C5H8O

The molecule C5H8O (wB97M-V/def2-TZVPD, the Open Molecules 2025 dataset).

Values from the calculation:
Energy above the lowest of the compared OMol25 structures with the same formula, charge and spin (eV): 1.794
Molecular weight (g/mol): 84.1
Strongest force on any atom (eV/A): 0.5
SMILES: C=CC/C=C/O

Last columns: bonded neighbours and bond lengths (Å).
Geometry (Å):
1 C -1.776 -0.171 -0.615  C2 1.328, H7 1.089, H8 1.084
2 C -1.080 0.958 -0.553  C1 1.328, C3 1.519, H9 1.087
3 C 0.020 1.201 0.466  C2 1.519, C4 1.500, H10 1.095, H11 1.095
4 C 1.094 0.206 0.139  C3 1.500, C5 1.332, H12 1.090
5 C 1.198 -0.960 0.773  C4 1.332, O6 1.363, H13 1.088
6 O 1.798 -2.073 0.262  C5 1.363, H14 0.967
7 H -1.606 -0.964 0.112  C1 1.089
8 H -2.504 -0.374 -1.392  C1 1.084
9 H -1.229 1.711 -1.322  C2 1.087
10 H -0.357 1.029 1.480  C3 1.095
11 H 0.363 2.240 0.419  C3 1.095
12 H 1.581 0.329 -0.828  C4 1.090
13 H 0.766 -1.140 1.756  C5 1.088
14 H 1.733 -1.992 -0.699  O6 0.967

***

| no. | frontier orbital gap (hartree) |
| --- | --- |
| 1 | 0.3903 |
| 2 | 0.3407 |
| 3 | 0.3765 |
| 4 | 0.3558 |